<P>
Here is a cluster of 2 separate species, C4H12N2S in total from the OMol25 dataset. Energies are from ωB97M-V/def2-TZVPD.

Last column: Mulliken charge in e.
Cartesian coordinates (Å):
C  0.23534  -1.10364  -0.72031  -0.605
N  1.45986  -0.79995  0.09961  -0.396
C  1.87723  0.63761  -0.12985  -0.354
N  3.21150  0.86652  0.41946  -0.635
C  -0.95361  -1.49888  0.23260  -0.630
C  -1.50812  -0.15812  0.78707  -0.859
S  -2.16398  1.01312  -0.32956  -0.132
H  -0.09114  -0.31030  -1.34422  0.337
H  0.49744  -1.95371  -1.32746  0.460
H  2.22436  -1.44832  -0.25451  0.269
H  1.08113  1.32587  0.27876  0.219
H  1.98299  0.70181  -1.26976  0.333
H  3.25617  0.82809  1.49241  0.249
H  3.33187  1.83343  0.22759  0.256
H  -1.74452  -2.08874  -0.19604  0.324
H  -0.46272  -2.12589  0.98121  0.326
H  -2.16266  -0.37206  1.55829  0.383
H  -0.66302  0.32164  1.31773  0.343
H  -3.23080  -0.64959  -0.84156  0.111

- Orbital gap: 7.810 eV
- Net charge: 0


<Q>
Here is an isolated molecule of C4H12N2S from the OMol25 dataset. Energies are from ωB97M-V/def2-TZVPD.

Last column: Mulliken charge in e.
Cartesian coordinates (Å):
N  1.69775  0.92373  0.34644  -0.479
C  0.58424  0.03453  0.10498  0.819
C  -0.54172  0.32114  1.06574  -0.969
C  -1.80363  -0.55612  0.87519  -0.567
S  -1.39251  -2.24695  1.33618  -0.238
C  0.06473  0.23083  -1.32311  -0.919
N  0.84715  0.04101  -2.60579  -0.642
H  2.10403  1.14918  1.21538  0.136
H  2.11761  1.48171  -0.37297  0.104
H  0.82350  -1.01817  0.09967  0.135
H  -0.24942  0.24990  2.11832  0.359
H  -0.76485  1.44620  1.13111  0.297
H  -2.68038  -0.26835  1.56276  0.312
H  -2.08852  -0.52874  -0.15643  0.367
H  -0.69331  -1.93559  2.51142  0.121
H  -0.83137  -0.37879  -1.42207  0.275
H  -0.17094  1.37104  -1.37565  0.342
H  1.19239  -0.93062  -2.70988  0.276
H  1.78526  0.61405  -2.40130  0.273

- Orbital gap: 9.535 eV
- Structure (SMILES): NC[C@@H](N)CCS
- Net charge: 0


<R>
Here is an isolated molecule of C4H12N2S from the OMol25 dataset. Energies are from ωB97M-V/def2-TZVPD.

Last column: Mulliken charge in e.
Cartesian coordinates (Å):
C  -1.00928  -0.14156  -0.66198  -0.578
N  0.26909  -0.13012  0.16428  -0.249
C  1.08789  1.08623  0.11119  -0.600
C  2.39832  0.88986  -0.73019  -0.587
S  3.49628  -0.27795  0.07477  -0.257
C  -1.91533  -1.13883  0.04396  -0.437
N  -2.14173  -0.64709  1.50358  -0.669
H  -0.66696  -0.42338  -1.66900  0.239
H  -1.30404  0.93841  -0.70709  0.337
H  2.72766  -1.44625  -0.03546  0.132
H  0.42860  1.84142  -0.28806  0.296
H  1.46021  1.58212  1.01718  0.373
H  2.82404  1.95631  -1.10194  0.342
H  2.19411  0.50968  -1.78626  0.256
H  -2.93556  -1.16228  -0.48975  0.338
H  -1.37542  -2.17236  0.02794  0.289
H  -2.87881  -1.30717  1.85724  0.274
H  0.03589  -0.25136  1.13672  0.289
H  -2.69496  0.29434  1.53289  0.212

- Orbital gap: 9.573 eV
- Structure (SMILES): NCCNCCS
- Net charge: 0


Stability summary - winner: <Q>; margin: 10.6 kcal/mol.